(1)
The following is a DFT calculation (ωB97M-V/def2-TZVPD) of C35H45AsN5RuSSb as an isolated structure.

CARTESIAN COORDINATES (ANGSTROEM)
Ru: -0.2109 2.4165 -0.0781
C: 1.2640 1.1638 3.8290
C: 1.0771 1.6294 2.4195
N: -0.1533 1.9041 1.9429
N: -1.2304 1.8930 2.7079
C: -2.3507 2.2408 2.1711
N: -3.4860 2.3606 2.8923
S: -2.4547 2.6574 0.4482
C: 2.1352 1.8486 1.5224
C: 3.5041 1.6393 1.8338
C: 4.4708 1.8988 0.9076
C: 4.0943 2.3819 -0.3626
C: 2.7597 2.5861 -0.6196
N: 1.7980 2.3354 0.2669
H: 0.2912 1.0362 4.2972
H: 1.8382 1.8864 4.4101
H: 1.7984 0.2151 3.8527
H: -3.4902 2.0126 3.8355
H: -4.3638 2.4350 2.4114
H: 3.7602 1.2891 2.8191
H: 5.5147 1.7534 1.1406
H: 4.8329 2.6074 -1.1107
H: 2.4313 2.9748 -1.5841
C: -1.5336 5.8619 0.5625
Sb: -0.1503 4.9314 -0.7963
C: -0.5064 6.2706 -2.4482
C: 1.6760 5.8156 -0.0990
H: -1.3359 6.9283 0.6242
H: -1.4360 5.4086 1.5485
H: -2.5497 5.6980 0.2064
H: -0.4668 7.2772 -2.0504
H: -1.4792 6.0933 -2.8924
H: 0.2632 6.1505 -3.2010
H: 1.5472 6.8909 -0.0368
H: 2.4839 5.5955 -0.7916
H: 1.9335 5.4175 0.8805
C: -4.9811 -4.6232 -2.1964
C: -3.9229 -3.8193 -1.5146
C: -2.6360 -4.2975 -1.3566
C: -1.6213 -3.5563 -0.7556
C: -0.2926 -4.2501 -0.6317
C: -1.9097 -2.2616 -0.3111
As: -0.6874 -0.9182 0.5505
N: -0.2824 0.2261 -0.7755
C: -0.3175 0.0346 -2.1087
C: -0.4293 1.1549 -2.9602
C: -0.2990 1.0269 -4.3226
C: -0.0528 -0.2201 -4.8873
C: 0.0344 -1.3378 -4.0691
C: -0.1128 -1.2247 -2.7066
C: 0.9575 -1.9232 1.0556
C: 2.1990 -1.8710 0.4223
C: 2.5591 -0.9078 -0.6665
C: 3.1655 -2.8082 0.7765
C: 2.9439 -3.7662 1.7490
C: 3.9561 -4.8268 2.0384
C: 1.7392 -3.7292 2.4428
C: 0.7511 -2.8150 2.1215
C: -0.5396 -2.8238 2.8859
C: -3.2262 -1.7807 -0.4273
C: -3.6133 -0.4236 0.0823
C: -4.2044 -2.5535 -1.0244
H: -4.6216 -5.6205 -2.4282
H: -5.2743 -4.1380 -3.1261
H: -5.8696 -4.7008 -1.5735
H: -2.4037 -5.2908 -1.7121
H: -0.1813 -4.9603 -1.4480
H: -0.2547 -4.8077 0.3036
H: 0.5637 -3.5811 -0.6370
H: -0.6329 2.1341 -2.4929
H: -0.3807 1.8941 -4.9592
H: 0.0713 -0.3222 -5.9537
H: 0.2364 -2.3085 -4.4972
H: -0.0288 -2.0947 -2.0748
H: 1.9358 -0.0184 -0.6310
H: 2.4476 -1.3726 -1.6482
H: 3.5975 -0.6012 -0.5585
H: 4.1092 -2.7931 0.2501
H: 4.8654 -4.6711 1.4646
H: 3.5482 -5.8032 1.7768
H: 4.2040 -4.8452 3.0972
H: 1.5679 -4.4419 3.2369
H: -0.4906 -3.5288 3.7123
H: -1.3689 -3.1147 2.2330
H: -0.7550 -1.8250 3.2772
H: -3.4124 -0.3504 1.1565
H: -4.6706 -0.2397 -0.0841
H: -3.0472 0.3605 -0.4317
H: -5.2077 -2.1677 -1.1215

Properties
2S+1 = 2
E_LUMO (spin up / spin down) = -0.1881 / -0.1794 Eh
maximum force = 3.6 eV/A
energy above the lowest of the compared OMol25 structures with the same formula, charge and spin = 58.5 kcal per mole
orbital gap (spin up / spin down) = 4.263 / 4.415 eV
HOMO (spin up / spin down) = -9.38 / -9.30 eV
net charge = +1

Partial charges, Löwdin, in e: 0.6915, -0.0082, -0.2518, -0.1357, -0.0049, -0.7528, 0.1158, 0.6232, -0.1967, 0.0174, -0.0312, -0.0275, -0.1609, -0.0856, 0.0715, 0.0957, 0.0904, 0.1135, 0.0949, 0.1197, 0.1209, 0.1152, 0.1144, -0.3363, 1.2655, -0.2811, -0.3083, 0.0112, -0.0011, -0.0037, 0.0131, 0.0091, 0.0048, 0.0112, -0.0005, 0.0074, -0.0414, -0.2614, -0.0106, -0.2761, -0.0420, -0.2641, 1.3308, -0.2840, -0.4003, -0.0580, -0.0819, -0.0714, -0.0618, -0.0260, -0.2968, -0.2850, -0.0490, -0.0141, -0.2631, -0.0424, -0.0134, -0.3205, -0.0746, -0.2881, -0.1254, -0.0111, 0.0764, 0.0872, 0.0848, 0.1171, 0.0859, 0.0933, 0.0537, 0.0477, 0.1048, 0.1056, 0.1118, 0.0808, 0.0295, 0.0912, 0.0777, 0.1192, 0.0765, 0.0881, 0.0840, 0.1223, 0.0832, 0.0706, 0.0644, 0.0596, 0.0811, -0.0038, 0.1191

---

(2)
The following is a DFT calculation (ωB97M-V/def2-TZVPD) of C35H45F3N5O2SV as an isolated structure.

CARTESIAN COORDINATES (ANGSTROEM)
V: 0.3825 0.0113 0.1509
C: -1.4665 0.3938 -4.4135
C: -0.4081 1.1698 -3.6244
C: -0.3138 2.6101 -4.1243
C: 0.9180 0.4388 -3.6877
C: 1.7793 0.6794 -4.7539
C: 2.9751 -0.0057 -4.8784
C: 3.3166 -0.9565 -3.9348
C: 2.4750 -1.2475 -2.8675
C: 2.8907 -2.3134 -1.8778
C: 2.9102 -3.6922 -2.5417
C: 4.2420 -1.9905 -1.2382
C: 1.2718 -0.5399 -2.7471
N: 0.3983 -0.8296 -1.6414
C: -0.4037 -1.9275 -1.8286
O: -0.4520 -2.6604 -2.7979
C: -1.3258 -2.1356 -0.6519
C: -2.2758 -3.1252 -0.4872
C: -3.0617 -3.0817 0.6606
C: -2.9231 -2.0462 1.5811
C: -1.9537 -1.0937 1.3340
N: -1.1807 -1.1926 0.2642
C: -1.7560 0.2174 2.0579
O: -2.4832 0.5250 2.9831
N: -0.7862 0.9870 1.4640
C: -0.8835 2.3788 1.7910
C: -0.1874 2.9459 2.8746
C: -0.3647 4.3085 3.1229
C: -1.2109 5.0928 2.3605
C: -1.8973 4.5197 1.3060
C: -1.7475 3.1695 1.0068
C: -2.5721 2.5803 -0.1201
C: -3.9745 2.2069 0.3749
C: -2.6771 3.5241 -1.3171
C: 0.6887 2.1922 3.8657
C: -0.0646 1.0999 4.6312
C: 1.9846 1.6420 3.2835
H: -2.4547 0.8433 -4.2938
H: -1.5114 -0.6461 -4.0880
H: -1.2184 0.3967 -5.4774
H: -0.7308 1.1960 -2.5779
H: 0.0335 2.6580 -5.1572
H: 0.3715 3.1955 -3.5103
H: -1.2934 3.0843 -4.0986
H: 1.5099 1.4052 -5.5106
H: 3.6306 0.1922 -5.7175
H: 4.2503 -1.4968 -4.0343
H: 2.1534 -2.3420 -1.0790
H: 3.6701 -3.7329 -3.3261
H: 1.9431 -3.9215 -2.9891
H: 3.1467 -4.4624 -1.8052
H: 5.0458 -2.0052 -1.9779
H: 4.4793 -2.7316 -0.4734
H: 4.2308 -1.0086 -0.7639
H: -2.3904 -3.8876 -1.2443
H: -3.8085 -3.8469 0.8265
H: -3.5494 -1.9573 2.4571
H: 0.1599 4.7518 3.9607
H: -1.3379 6.1431 2.5918
H: -2.5705 5.1256 0.7126
H: -2.0808 1.6654 -0.4622
H: -4.5281 3.1139 0.6292
H: -3.9402 1.5753 1.2614
H: -4.5269 1.6847 -0.4095
H: -3.3917 4.3283 -1.1302
H: -3.0265 2.9801 -2.1961
H: -1.7145 3.9758 -1.5527
H: 0.9785 2.9516 4.5979
H: -0.1208 0.1803 4.0502
H: -1.0815 1.4022 4.8779
H: 0.4697 0.8762 5.5562
H: 1.7943 0.8847 2.5299
H: 2.5686 1.1686 4.0751
H: 2.5945 2.4244 2.8285
F: 1.1589 -2.7256 0.9063
C: 1.3323 -1.4362 1.3311
F: 0.8643 -1.4425 2.6189
F: 2.6851 -1.2857 1.4439
C: 1.0894 5.1575 -0.7902
N: 1.3188 3.7469 -0.5068
C: 2.2158 2.9088 -1.0191
S: 2.4272 1.3381 -0.3673
N: 3.0058 3.1982 -2.0587
C: 3.1411 4.3955 -2.8726
H: 0.5901 5.5779 0.0776
H: 0.4444 5.2970 -1.6595
H: 2.0248 5.6913 -0.9359
H: 0.7991 3.3706 0.2767
H: 3.6150 2.4290 -2.2918
H: 2.1737 4.8311 -3.1044
H: 3.5967 4.0928 -3.8126
H: 3.7799 5.1456 -2.4038

Properties
2S+1 = 3
E_LUMO (spin up / spin down) = -0.0074 / -0.0130 Eh
maximum force = 1.4 eV/A
energy above the lowest of the compared OMol25 structures with the same formula, charge and spin = 0.0 kcal per mole
orbital gap (spin up / spin down) = 8.209 / 8.106 eV
HOMO (spin up / spin down) = -8.41 / -8.46 eV

Partial charges, Löwdin, in e: 0.7721, -0.0380, -0.3663, -0.0663, -0.1439, -0.0458, -0.0755, -0.0341, -0.1448, -0.3715, -0.0465, -0.0635, -0.1961, -0.0311, -0.4434, 0.0921, -0.1467, 0.0386, -0.0128, 0.0402, -0.1470, 0.0248, -0.4661, 0.0810, -0.0061, -0.1735, -0.1197, -0.0335, -0.0824, -0.0496, -0.1461, -0.3632, -0.0360, -0.0691, -0.3531, -0.0524, -0.0630, 0.0763, 0.0717, 0.0889, 0.1107, 0.0702, 0.0588, 0.0705, 0.0998, 0.1000, 0.1104, 0.0940, 0.0763, 0.0748, 0.0814, 0.0732, 0.0834, 0.0476, 0.1262, 0.1138, 0.1266, 0.1106, 0.1042, 0.1106, 0.1110, 0.0864, 0.0691, 0.0843, 0.0770, 0.0769, 0.0631, 0.1199, 0.0567, 0.0807, 0.0833, 0.0136, 0.0906, 0.0773, 0.0473, -0.5717, 0.0431, 0.0259, -0.0497, 0.0124, -0.7327, 0.7834, -0.0205, -0.0638, 0.0813, 0.0801, 0.0808, 0.0910, 0.1122, 0.0683, 0.0932, 0.0876

---

Number 1: energy -125261.627 eV. Number 2: energy -93250.751 eV.